Here is a 8-piece molecular cluster, C36H93ClN7O15 overall from the OMol25 dataset. Energies are from ωB97M-V/def2-TZVPD.

Last columns: bonded neighbours and bond lengths (Å).
Element x y z (Å)
1 Cl 10.2821 1.3147 -17.6832  O2 1.439, O3 1.457, O4 1.444, O5 1.454
2 O 8.9920 1.8944 -17.4195  Cl1 1.439
3 O 11.2775 1.8230 -16.7488  Cl1 1.457
4 O 10.2318 -0.1222 -17.5493  Cl1 1.444
5 O 10.6428 1.6513 -19.0514  Cl1 1.454
6 C 12.3239 -1.3594 -23.8724  O7 1.413, H15 1.097, H16 1.105, H17 1.088
7 O 13.0778 -1.5631 -22.6951  C6 1.413, C8 1.454
8 C 12.4649 -2.4240 -21.6970  O7 1.454, C9 1.533, H18 1.106, H19 1.095
9 C 12.3596 -1.7626 -20.3184  C8 1.533, N10 1.465, H20 1.115, H21 1.093
10 N 13.7013 -1.4802 -19.8014  C9 1.465, C11 1.480, H22 1.028
11 C 13.6919 -0.4793 -18.7114  N10 1.480, C12 1.523, H23 1.101, H24 1.101
12 C 15.1021 -0.1213 -18.2610  C11 1.523, O13 1.410, H25 1.107, H26 1.093
13 O 15.9861 -0.0271 -19.3558  C12 1.410, C14 1.382
14 C 17.2879 0.1150 -18.9145  O13 1.382, H27 1.107, H28 1.107, H29 1.081
15 H 11.4066 -0.7878 -23.6828  C6 1.097
16 H 11.9700 -2.3095 -24.3112  C6 1.105
17 H 12.9957 -0.8179 -24.5355  C6 1.088
18 H 13.1007 -3.3180 -21.5538  C8 1.106
19 H 11.4673 -2.7518 -22.0066  C8 1.095
20 H 11.8251 -2.4749 -19.6475  C9 1.115
21 H 11.7867 -0.8323 -20.3595  C9 1.093
22 H 14.0403 -2.3509 -19.3721  N10 1.028
23 H 13.0369 -0.6783 -17.8489  C11 1.101
24 H 13.2949 0.4171 -19.2130  C11 1.101
25 H 15.5384 -0.8195 -17.5203  C12 1.107
26 H 15.0136 0.8693 -17.8067  C12 1.093
27 H 17.5700 -0.7525 -18.2865  C14 1.107
28 H 17.4133 0.9962 -18.2564  C14 1.107
29 H 17.8964 0.2107 -19.8031  C14 1.081
30 C 5.2667 1.0117 -20.1837  O31 1.405, H39 1.088, H40 1.098, H41 1.099
31 O 5.7923 2.3140 -20.1319  C30 1.405, C32 1.369
32 C 7.0878 2.3567 -20.5719  O31 1.369, C33 1.472, H42 1.111, H43 1.100
33 C 7.7691 3.5528 -20.0513  C32 1.472, N34 1.441, H44 1.099, H45 1.099
34 N 7.2325 4.7570 -20.6333  C33 1.441, C35 1.487, H46 1.025
35 C 7.4343 6.0466 -19.9203  N34 1.487, C36 1.486, H47 1.097, H48 1.104
36 C 6.5568 7.0110 -20.6324  C35 1.486, O37 1.396, H49 1.102, H50 1.108
37 O 5.2175 6.6731 -20.4317  C36 1.396, C38 1.407
38 C 4.3352 7.4461 -21.2080  O37 1.407, H51 1.101, H52 1.090, H53 1.102
39 H 4.2471 1.0648 -19.8080  C30 1.088
40 H 5.8172 0.3309 -19.5211  C30 1.098
41 H 5.2812 0.6545 -21.2228  C30 1.099
42 H 7.1077 2.3719 -21.6830  C32 1.111
43 H 7.6695 1.4536 -20.3338  C32 1.100
44 H 8.8100 3.3502 -20.3380  C33 1.099
45 H 7.7151 3.5674 -18.9539  C33 1.099
46 H 6.2231 4.5879 -20.6783  N34 1.025
47 H 8.4754 6.3447 -20.0968  C35 1.097
48 H 7.2374 5.9923 -18.8349  C35 1.104
49 H 6.8273 7.0382 -21.7001  C36 1.102
50 H 6.6788 8.0523 -20.2746  C36 1.108
51 H 4.4960 8.5284 -21.0887  C38 1.101
52 H 3.3270 7.2050 -20.8704  C38 1.090
53 H 4.4251 7.1799 -22.2734  C38 1.102
54 C 11.2328 -6.3766 -11.2043  O55 1.389, H63 1.093, H64 1.107, H65 1.095
55 O 10.6420 -5.6373 -12.2214  C54 1.389, C56 1.387
56 C 9.2594 -5.6770 -12.1203  O55 1.387, C57 1.512, H66 1.105, H67 1.105
57 C 8.6184 -4.9453 -13.2784  C56 1.512, N58 1.465, H68 1.094, H69 1.098
58 N 8.8193 -3.4975 -13.3729  C57 1.465, C59 1.460, H70 1.021
59 C 10.1716 -3.0839 -13.7359  N58 1.460, C60 1.523, H71 1.098, H72 1.095
60 C 10.1909 -1.6755 -14.3159  C59 1.523, O61 1.401, H73 1.093, H74 1.102
61 O 9.9696 -0.7653 -13.2738  C60 1.401, C62 1.363
62 C 10.1048 0.5179 -13.7115  O61 1.363, H75 1.100, H76 1.093, H77 1.095
63 H 12.3126 -6.3916 -11.3728  C54 1.093
64 H 10.9227 -7.4372 -11.2663  C54 1.107
65 H 11.0361 -5.9699 -10.2065  C54 1.095
66 H 8.9479 -5.2074 -11.1698  C56 1.105
67 H 8.9100 -6.7254 -12.1495  C56 1.105
68 H 7.5479 -5.1703 -13.2573  C57 1.094
69 H 9.0181 -5.3859 -14.2016  C57 1.098
70 H 8.6422 -3.1252 -12.4393  N58 1.021
71 H 10.6164 -3.7205 -14.5120  C59 1.098
72 H 10.8543 -3.1179 -12.8809  C59 1.095
73 H 9.4208 -1.5726 -15.0850  C60 1.093
74 H 11.1956 -1.5218 -14.7427  C60 1.102
75 H 11.1223 0.7302 -14.0720  C62 1.100
76 H 9.9386 1.1841 -12.8608  C62 1.093
77 H 9.3980 0.7942 -14.5006  C62 1.095
78 C 3.9402 5.3085 -9.7205  O79 1.396, H87 1.112, H88 1.105, H89 1.081
79 O 4.4468 4.6419 -10.8376  C78 1.396, C80 1.382
80 C 4.5982 5.4733 -11.9308  O79 1.382, C81 1.503, H90 1.108, H91 1.114
81 C 5.4915 4.8156 -12.9448  C80 1.503, N82 1.439, H92 1.106, H93 1.087
82 N 5.6197 5.6642 -14.1004  C81 1.439, C83 1.451, H94 1.008
83 C 6.0096 5.0261 -15.3441  N82 1.451, C84 1.492, H95 1.092, H96 1.100
84 C 4.9174 4.2633 -16.0154  C83 1.492, O85 1.430, H97 1.092, H98 1.105
85 O 3.7759 5.0995 -16.2191  C84 1.430, C86 1.432
86 C 3.9806 6.0858 -17.2370  O85 1.432, H99 1.092, H100 1.091, H101 1.101
87 H 3.2045 6.0944 -9.9993  C78 1.112
88 H 4.7394 5.8712 -9.2048  C78 1.105
89 H 3.4348 4.5929 -9.0865  C78 1.081
90 H 4.9406 6.4840 -11.6329  C80 1.108
91 H 3.6163 5.6712 -12.4184  C80 1.114
92 H 5.0097 3.8468 -13.1734  C81 1.106
93 H 6.4682 4.5989 -12.5194  C81 1.087
94 H 4.8343 6.2856 -14.2176  N82 1.008
95 H 6.8641 4.3516 -15.2538  C83 1.092
96 H 6.3976 5.7957 -16.0270  C83 1.100
97 H 4.5648 3.4237 -15.4129  C84 1.092
98 H 5.2629 3.8515 -16.9811  C84 1.105
99 H 4.8970 6.6627 -17.0963  C86 1.092
100 H 3.1094 6.7405 -17.1835  C86 1.091
101 H 3.9811 5.6043 -18.2276  C86 1.101
102 C 14.6026 3.7793 -15.8452  C103 1.494, H108 1.093, H109 1.103, H110 1.104
103 C 14.3168 2.7312 -14.8197  C102 1.494, C104 1.497, N107 1.488, H111 1.101
104 C 13.1618 3.0552 -13.9238  C103 1.497, O105 1.451, H112 1.099, H113 1.105
105 O 13.4622 4.2085 -13.0953  C104 1.451, C106 1.388
106 C 12.7222 5.3474 -13.3792  O105 1.388, H114 1.093, H115 1.097, H116 1.110
107 N 14.1581 1.4227 -15.5097  C103 1.488, H117 1.011, H118 1.026
108 H 15.5303 3.6418 -16.4058  C102 1.093
109 H 14.6480 4.8021 -15.4342  C102 1.103
110 H 13.8193 3.8232 -16.6219  C102 1.104
111 H 15.1706 2.6038 -14.1364  C103 1.101
112 H 12.9541 2.2063 -13.2582  C104 1.099
113 H 12.2331 3.2138 -14.5004  C104 1.105
114 H 12.6580 5.5544 -14.4507  C106 1.093
115 H 13.1802 6.1990 -12.8601  C106 1.097
116 H 11.6915 5.3126 -12.9685  C106 1.110
117 H 14.1391 0.6346 -14.8763  N107 1.011
118 H 13.2942 1.4678 -16.0619  N107 1.026
119 C 7.8839 8.1923 -16.3220  C120 1.519, H125 1.090, H126 1.095, H127 1.104
120 C 8.3621 7.3305 -15.1657  C119 1.519, C121 1.497, N124 1.516, H128 1.108
121 C 9.6914 6.6852 -15.4056  C120 1.497, O122 1.369, H129 1.096, H130 1.105
122 O 9.5684 5.9119 -16.5284  C121 1.369, C123 1.405
123 C 10.4846 4.8467 -16.5596  O122 1.405, H131 1.108, H132 1.086, H133 1.101
124 N 8.4236 8.1336 -13.8811  C120 1.516, H134 1.010, H135 1.018
125 H 7.6356 7.6110 -17.2095  C119 1.090
126 H 8.5801 9.0041 -16.5549  C119 1.095
127 H 6.9557 8.7141 -16.0299  C119 1.104
128 H 7.6526 6.5022 -14.9699  C120 1.108
129 H 9.9517 6.0715 -14.5352  C121 1.096
130 H 10.4423 7.4839 -15.5467  C121 1.105
131 H 11.5304 5.2114 -16.5787  C123 1.108
132 H 10.3013 4.2755 -17.4649  C123 1.086
133 H 10.4574 4.1285 -15.7251  C123 1.101
134 H 7.4934 8.3532 -13.5557  N124 1.010
135 H 8.8914 7.5899 -13.1588  N124 1.018
136 C 10.6938 4.0353 -22.7337  C137 1.535, H142 1.094, H143 1.090, H144 1.090
137 C 10.0676 2.6846 -23.1093  C136 1.535, C138 1.491, N141 1.474, H145 1.109
138 C 10.4293 2.3356 -24.5126  C137 1.491, O139 1.414, H146 1.108, H147 1.099
139 O 9.6925 1.2002 -24.9217  C138 1.414, C140 1.466
140 C 9.7893 0.9104 -26.3558  O139 1.466, H148 1.098, H149 1.101, H150 1.106
141 N 10.5677 1.6134 -22.2294  C137 1.474, H151 1.020, H152 1.022
142 H 11.7811 3.9223 -22.6812  C136 1.094
143 H 10.3110 4.3532 -21.7638  C136 1.090
144 H 10.4667 4.8042 -23.4722  C136 1.090
145 H 8.9639 2.7881 -23.0746  C137 1.109
146 H 11.5056 2.0762 -24.4650  C138 1.108
147 H 10.2972 3.2087 -25.1665  C138 1.099
148 H 9.2097 1.6293 -26.9505  C140 1.098
149 H 9.3767 -0.0973 -26.5192  C140 1.101
150 H 10.8434 0.8190 -26.6795  C140 1.106
151 H 10.0499 0.7614 -22.4430  N141 1.020
152 H 10.3792 1.8145 -21.2458  N141 1.022

Summary:
Total charge: -1
HOMO energy, eV: -6.08
E_LUMO, eV: 2.30
Kohn-Sham gap, Ha: 0.30795
DFT total energy, hartree: -3399.08166
Energy above the lowest of the compared OMol25 structures with the same formula, charge and spin, kJ/mol: 51.13